{
  "formula": "C8H27N6NiO9",
  "method": "ωB97M-V/def2-TZVPD",
  "total_charge": 1,
  "lumo_energy_ha": [-0.2057, -0.2344],
  "multiplicity": 3,
  "fmax_ev_per_a": 4.809,
  "total_energy_ha": -2834.8156,
  "e_homo_ev": [-10.8, -10.8],
  "symbols": ["Ni", "O", "C", "O", "O", "H", "C", "O", "H", "H", "H", "H", "C", "O", "H", "H", "H", "H", "C", "O", "N", "N", "H", "H", "H", "H", "C", "O", "N", "N", "H", "H", "H", "H", "C", "O", "N", "N", "H", "H", "H", "H", "C", "C", "O", "H", "H", "H", "H", "H", "H"],
  "positions_angstrom": [[1.17069, 2.09366, 2.37549], [-1.10593, -0.36343, -0.23787], [-0.13950, 0.47631, 0.02413], [0.65689, 0.65621, -0.93484], [-0.03302, 1.09783, 1.11061], [-0.58204, -0.54580, -1.04971], [-0.59405, 2.36239, -3.89722], [-1.12383, 2.07202, -2.62710], [0.34416, 2.92421, -3.85345], [-0.40675, 1.44979, -4.46642], [-1.24690, 3.00422, -4.48761], [-0.45973, 1.79169, -1.98920], [0.80576, -2.80835, -1.50568], [1.27862, -4.14463, -1.40675], [-0.23487, -2.72988, -1.82734], [0.79605, -2.31883, -0.53022], [1.35342, -2.38398, -2.34975], [2.06483, -4.23835, -0.86655], [3.65913, 0.45588, 0.84102], [2.87977, 1.14546, 1.51697], [3.42098, 0.09385, -0.40000], [4.76191, -0.06362, 1.34775], [2.53448, 0.22167, -0.87181], [4.08155, -0.40568, -0.97323], [4.94460, 0.18644, 2.30768], [5.04126, -0.98876, 1.06583], [-4.70999, -1.60447, 0.09569], [-5.56020, -2.43830, 0.33077], [-4.75476, -0.70283, -0.91214], [-3.54918, -1.48485, 0.73358], [-5.54242, -0.51850, -1.50838], [-4.02714, -0.01277, -0.85837], [-3.34630, -2.18232, 1.44426], [-2.77988, -1.04575, 0.25571], [1.70042, 4.17869, -0.01948], [1.72849, 3.62999, 1.08396], [1.93573, 3.55695, -1.16157], [1.42800, 5.45402, -0.17197], [1.89447, 4.06374, -2.02832], [1.78739, 2.55622, -1.15802], [1.33245, 5.85125, -1.09032], [1.32134, 6.07706, 0.61200], [-0.89591, -1.81171, 3.09562], [-1.39225, -3.23238, 3.20918], [-2.52402, -3.52021, 2.41842], [-0.79062, -1.57846, 2.03492], [0.07785, -1.70991, 3.57242], [-1.70668, -1.18371, 3.46593], [-1.67222, -3.45843, 4.24241], [-0.62321, -3.99067, 3.03665], [-3.19880, -3.93296, 2.96233]],
  "lowdin_charge": [1.1420, 0.1371, -0.7456, -0.0460, -0.0195, 0.1222, -0.1619, -0.1192, 0.0593, 0.0815, 0.0830, 0.0144, -0.1625, -0.1038, 0.0841, 0.0679, 0.0846, 0.0736, -0.6503, -0.0325, 0.2155, 0.1898, 0.0810, 0.1313, 0.1259, 0.1265, -0.7222, 0.0393, 0.1473, 0.1545, 0.1069, 0.0828, 0.0660, 0.0490, -0.6495, -0.0235, 0.2241, 0.2091, 0.1212, 0.0913, 0.1276, 0.1341, -0.0809, -0.3205, -0.0780, 0.0470, 0.0745, 0.0866, 0.1157, 0.1122, 0.1073]
}

=====

{
  "formula": "C26H21MnN6O2",
  "method": "ωB97M-V/def2-TZVPD",
  "total_charge": 1,
  "lumo_energy_ha": [-0.0959, -0.0986],
  "multiplicity": 6,
  "fmax_ev_per_a": 3.000,
  "total_energy_ha": -2633.3137,
  "e_homo_ev": [-11.3, -11.3],
  "symbols": ["Mn", "C", "N", "C", "C", "N", "C", "C", "C", "C", "C", "C", "N", "C", "N", "C", "C", "C", "C", "C", "C", "N", "H", "H", "H", "H", "H", "H", "H", "H", "H", "H", "H", "H", "H", "H", "H", "O", "C", "O", "C", "C", "C", "C", "C", "C", "C", "C", "C", "N", "H", "H", "H", "H", "H", "H"],
  "positions_angstrom": [[-0.26843, -1.05456, -0.00739], [2.88893, -2.41963, 1.16860], [2.97925, -1.39914, 0.11847], [3.33760, -1.75538, -1.25149], [2.15695, -1.72941, -2.16550], [0.95961, -1.14141, -1.89405], [0.30477, -1.03774, -3.16971], [-0.83738, -0.39708, -3.57669], [-0.99493, -0.18507, -4.95601], [-0.07553, -0.62926, -5.87642], [1.02429, -1.39213, -5.51161], [1.18532, -1.59636, -4.17337], [2.31825, -2.04638, -3.45787], [2.05470, -1.78750, 2.20809], [0.85368, -1.19350, 1.98461], [0.32258, -0.86194, 3.26623], [-0.94509, -0.44849, 3.60691], [-1.20630, -0.41432, 4.99287], [-0.27413, -0.79687, 5.95667], [1.00047, -1.29251, 5.61742], [1.22172, -1.29756, 4.25077], [2.32006, -1.85084, 3.54609], [3.80993, -2.86933, 1.59549], [2.31800, -3.25890, 0.76503], [3.68149, -0.69949, 0.43723], [3.74220, -2.77620, -1.27310], [4.13750, -1.12010, -1.64536], [-1.57375, -0.01911, -2.85198], [-1.81367, 0.40824, -5.31825], [-0.26021, -0.37008, -6.91709], [1.68683, -1.81645, -6.25593], [3.08347, -2.59530, -3.93275], [-1.67614, -0.14271, 2.84846], [-2.12834, -0.03895, 5.39543], [-0.58567, -0.69005, 7.00025], [1.76272, -1.50337, 6.37663], [3.08235, -2.41227, 4.01250], [-4.54973, -1.34103, 0.19594], [-3.41073, -0.89738, 0.04437], [-2.28990, -1.60461, -0.05322], [-3.02631, 0.63171, -0.04082], [-4.08193, 1.60107, 0.07259], [-3.71343, 2.91874, 0.07313], [-2.38541, 3.32048, -0.07318], [-1.97712, 4.65743, 0.02973], [-0.65338, 5.01135, -0.09018], [0.30897, 3.97746, -0.22513], [-0.04415, 2.63844, -0.19689], [-1.39011, 2.27225, -0.20351], [-1.71214, 0.91784, -0.19214], [-5.12394, 1.27385, 0.08970], [-4.49235, 3.66821, 0.08131], [-2.74639, 5.44778, 0.10366], [-0.34253, 6.05251, -0.05458], [1.34373, 4.25058, -0.35890], [0.69374, 1.83447, -0.11506]],
  "lowdin_charge": [1.0527, -0.1403, -0.0648, -0.1357, -0.2884, 0.0694, -0.1902, -0.0068, -0.0666, -0.0799, -0.0177, -0.1656, 0.1575, -0.2911, 0.0737, -0.2159, 0.0066, -0.0634, -0.0722, 0.0018, -0.1855, 0.1611, 0.1367, 0.1341, 0.1430, 0.1312, 0.1409, 0.1107, 0.1087, 0.1169, 0.1197, 0.2083, 0.1139, 0.1048, 0.1146, 0.1223, 0.2004, 0.0687, -0.5381, -0.2090, -0.1451, 0.0253, -0.0045, -0.1538, -0.0299, -0.0577, -0.0570, -0.0335, -0.1995, 0.0896, 0.1289, 0.1248, 0.1310, 0.1120, 0.1031, 0.0998]
}

=====

{
  "formula": "C2N2OS2",
  "method": "ωB97M-V/def2-TZVPD",
  "total_charge": 0,
  "smiles": "N#CN=S.O=C=S",
  "lumo_energy_ha": [-0.0863, -0.0848],
  "fmax_ev_per_a": 3.630,
  "total_energy_ha": -1057.2399,
  "e_homo_ev": [-9.2, -9.2],
  "symbols": ["N", "C", "N", "S", "O", "C", "S"],
  "positions_angstrom": [[1.73826, -1.28971, -1.79117], [1.16759, -0.91011, -0.89091], [0.65806, -0.44615, 0.21991], [0.50735, -0.79951, 1.72210], [-0.99387, 0.67332, -0.88283], [-1.34101, 1.14188, 0.11282], [-1.73638, 1.63028, 1.51008]],
  "lowdin_charge": [0.1766, -0.4258, -0.5082, 0.7950, 0.0755, -0.9200, 0.8070]
}